1.
{"formula": "C3H8N2OS2", "method": "wB97M-V/def2-TZVPD", "elements": ["N", "N", "C", "O", "C", "S", "C", "S", "H", "H", "H", "H", "H", "H", "H", "H"], "positions_angstrom": [[0.06933, -2.54546, 0.65294], [0.14301, -1.97347, -0.60285], [-0.04668, -0.65144, -0.96003], [-0.08473, -0.33694, -2.14705], [-0.16865, 0.31826, 0.20587], [1.35649, 0.43153, 1.16319], [-0.63548, 1.64210, -0.33636], [0.68391, 2.57668, -1.24888], [0.84096, -2.23301, 1.24848], [-0.83367, -2.40579, 1.06250], [0.10797, -2.62369, -1.35965], [-0.95800, -0.07464, 0.84916], [0.81793, 0.90209, 2.33202], [-1.07375, 2.28386, 0.42248], [-1.42349, 1.50657, -1.09013], [1.20485, 3.18335, -0.19169]], "smiles": "NNC(=O)[C@@H](S)CS", "multiplicity": 1, "e_homo_ev": -8.937, "total_charge": 0, "e_above_lowest_kj_mol": 124.4, "orbital_gap_ha": 0.341, "total_energy_ha": -1100.20797}


2.
{"formula": "C3H11NOS2", "method": "wB97M-V/def2-TZVPD", "elements": ["C", "N", "C", "C", "S", "S", "H", "H", "H", "H", "H", "H", "H", "H", "H", "O", "H", "H"], "positions_angstrom": [[-3.41859, -0.36435, 0.42352], [-2.56578, -1.29937, 1.14625], [-1.35181, -1.78084, 0.52232], [-0.47098, -0.68155, -0.05209], [0.31070, 0.27898, 1.26075], [1.67629, 1.19328, 0.01117], [-3.78651, 0.41710, 1.06466], [-2.90950, 0.13978, -0.40474], [-4.28561, -0.86003, -0.03117], [-3.13672, -2.07359, 1.45065], [-1.52882, -2.51251, -0.28071], [-0.77734, -2.33133, 1.28184], [0.26565, -1.16402, -0.69742], [-1.01019, -0.00033, -0.69129], [1.86735, 2.33228, 0.68126], [3.19855, 0.55572, -3.62587], [2.74362, 1.39670, -3.45861], [4.06249, 0.74364, -4.00062]], "smiles": "CNCCSS.O", "multiplicity": 1, "e_homo_ev": -8.075, "total_charge": 0, "e_above_lowest_kj_mol": 82.1, "orbital_gap_ha": 0.314, "total_energy_ha": -1047.23608}


3.
{"formula": "C26H36InN4OSb2", "method": "wB97M-V/def2-TZVPD", "elements": ["In", "C", "Sb", "C", "C", "C", "C", "C", "C", "C", "C", "C", "Sb", "C", "C", "H", "H", "H", "H", "H", "H", "H", "H", "H", "H", "H", "H", "H", "H", "H", "H", "H", "H", "H", "H", "C", "N", "C", "C", "C", "O", "H", "H", "H", "H", "H", "H", "H", "H", "H", "N", "C", "C", "C", "C", "C", "C", "C", "N", "C", "C", "N", "C", "H", "H", "H", "H", "H", "H", "H"], "positions_angstrom": [[-0.24190, 0.43540, -0.87660], [5.44650, 0.37560, -0.69150], [3.58970, -0.60180, -0.15370], [4.17720, -2.59160, -0.75230], [4.09590, -1.05950, 2.18210], [3.97060, 0.09410, 2.97510], [5.03770, 1.02740, 2.99470], [4.99880, 2.15850, 3.75670], [3.85960, 2.44810, 4.54250], [2.80270, 1.58910, 4.55200], [2.81130, 0.37220, 3.81530], [1.74770, -0.51710, 3.98490], [-0.25260, 0.23600, 2.70740], [-1.61410, -1.05530, 3.78280], [-0.81380, 1.99300, 3.84110], [6.28750, -0.27140, -0.46010], [5.55030, 1.32780, -0.18100], [5.43030, 0.55580, -1.76220], [5.15570, -2.82260, -0.33730], [4.23800, -2.62540, -1.83620], [3.45080, -3.32700, -0.41940], [5.10680, -1.36990, 1.96070], [3.41390, -1.88190, 2.33960], [5.91590, 0.80340, 2.41030], [5.83340, 2.84170, 3.76520], [3.84060, 3.34580, 5.13880], [1.93850, 1.79390, 5.16510], [1.17740, -0.41390, 4.89820], [1.83430, -1.53280, 3.62810], [-1.58120, -0.81000, 4.84210], [-1.34970, -2.09920, 3.64220], [-2.62340, -0.89600, 3.41340], [-0.94610, 1.71780, 4.88440], [-1.76040, 2.35230, 3.45010], [-0.06900, 2.77580, 3.74660], [-0.92240, 4.70160, 0.03990], [0.50020, 4.56610, 0.27540], [1.34960, 5.72400, 0.08290], [0.98390, 3.38430, 0.60470], [2.44560, 3.27380, 0.91920], [0.25150, 2.35840, 0.67490], [-1.19790, 5.75280, 0.06790], [-1.46670, 4.16430, 0.81880], [-1.19460, 4.28420, -0.93490], [0.74790, 6.56180, -0.25790], [2.11440, 5.53260, -0.66790], [1.83990, 6.01380, 1.01310], [2.72810, 3.95880, 1.71770], [3.04240, 3.51650, 0.03930], [2.65930, 2.25080, 1.23430], [-9.85940, 4.96530, 0.00240], [-8.99050, 4.22450, -0.02680], [-7.89400, 3.32820, -0.04680], [-8.10600, 1.94900, -0.03380], [-7.02320, 1.09000, -0.01870], [-5.72440, 1.59480, -0.02130], [-5.52040, 2.97520, -0.06460], [-6.59500, 3.83880, -0.07190], [-4.61680, 0.72250, 0.03330], [-4.63220, -0.64780, -0.01960], [-3.33880, -1.06060, 0.07630], [-2.52140, 0.03050, 0.20040], [-3.32570, 1.07830, 0.16050], [-9.10920, 1.55390, -0.03030], [-7.20700, 0.02980, 0.00120], [-4.52670, 3.38870, -0.09940], [-6.43570, 4.90550, -0.09680], [-5.52210, -1.22900, -0.12970], [-2.94700, -2.06080, 0.07350], [-2.96080, 2.08320, 0.23820]], "multiplicity": 1, "e_homo_ev": [-15.322, -15.321], "total_charge": 3, "e_above_lowest_kj_mol": 173.2, "orbital_gap_ha": [0.128, 0.132], "total_energy_ha": -1976.17754}